No. 1
{"formula": "C21H51I2N7O5P2", "method": "the ωB97M-V functional and the def2-TZVPD basis", "symbols": ["C", "C", "C", "N", "C", "C", "O", "C", "O", "O", "C", "I", "C", "C", "I", "H", "H", "H", "H", "H", "H", "H", "H", "H", "H", "H", "H", "H", "H", "H", "O", "P", "N", "C", "C", "N", "C", "C", "N", "C", "C", "H", "H", "H", "H", "H", "H", "H", "H", "H", "H", "H", "H", "H", "H", "H", "H", "H", "H", "O", "P", "N", "C", "C", "N", "C", "C", "N", "C", "C", "H", "H", "H", "H", "H", "H", "H", "H", "H", "H", "H", "H", "H", "H", "H", "H", "H", "H"], "xyz": [[7.3962, -6.0524, -1.6336], [7.0671, -4.9161, -0.9577], [5.6996, -4.2730, -1.0837], [5.7465, -2.8177, -0.8455], [6.8411, -2.1313, -1.5473], [6.8719, -2.3234, -3.0662], [7.9931, -3.1145, -3.4692], [4.5432, -2.1894, -1.1350], [4.4196, -1.0069, -1.3169], [3.4892, -3.0445, -1.1413], [2.3069, -2.5141, -1.7054], [1.2016, -1.5384, -0.1458], [1.4562, -3.7070, -2.2262], [2.2250, -5.0124, -2.3661], [0.5760, -3.1381, -4.0979], [8.2414, -6.0307, -2.3136], [6.8554, -6.9794, -1.4719], [7.7387, -4.4493, -0.2432], [5.3237, -4.4895, -2.0785], [5.0101, -4.7506, -0.3828], [7.8087, -2.4241, -1.1544], [6.7675, -1.0641, -1.3730], [5.9471, -2.7671, -3.4404], [6.9722, -1.3586, -3.5607], [7.6765, -3.8718, -3.9644], [2.5076, -1.8506, -2.5358], [0.6333, -3.8697, -1.5430], [3.2071, -4.8871, -2.8076], [1.6653, -5.6521, -3.0466], [2.2591, -5.5529, -1.4235], [-1.2446, -0.1272, 2.6832], [-1.1388, 0.7019, 3.9275], [-2.6531, 0.4462, 4.7046], [-3.8771, 0.8347, 4.0218], [-2.7619, -0.9231, 5.1904], [-0.9766, 2.2674, 3.2594], [-1.9224, 3.3410, 3.4675], [-0.4016, 2.3363, 1.9202], [-0.2938, 1.1623, 5.4076], [0.9838, 0.4576, 5.5898], [-0.9651, 1.3185, 6.6878], [-4.7296, 0.6234, 4.6715], [-4.0271, 0.3031, 3.0731], [-3.9013, 1.9037, 3.8285], [-1.8666, -1.2014, 5.7566], [-2.8763, -1.6432, 4.3709], [-3.6137, -1.0159, 5.8670], [-2.7894, 3.2622, 2.7982], [-1.4418, 4.3032, 3.2732], [-2.2731, 3.3763, 4.5012], [-1.1445, 2.1432, 1.1389], [0.4050, 1.6149, 1.8039], [0.0193, 3.3304, 1.7573], [0.8461, -0.5922, 5.8774], [1.5866, 0.9485, 6.3544], [1.5577, 0.4787, 4.6588], [-1.2502, 0.3691, 7.1589], [-1.8507, 1.9383, 6.6003], [-0.2712, 1.8320, 7.3587], [-2.5309, 3.5255, -0.7749], [-3.1473, 3.0551, -2.0581], [-4.7212, 2.5495, -1.5810], [-4.8570, 1.4750, -0.6096], [-5.5352, 3.6911, -1.1856], [-2.1016, 1.7629, -2.4607], [-2.5207, 0.3837, -2.5727], [-0.7482, 1.8536, -1.9304], [-3.5885, 3.3214, -3.7468], [-3.1440, 4.6235, -4.2648], [-4.8979, 2.9901, -4.2853], [-5.9183, 1.2726, -0.4485], [-4.4002, 1.7119, 0.3605], [-4.4247, 0.5490, -0.9792], [-5.4827, 4.4805, -1.9431], [-5.2061, 4.1210, -0.2315], [-6.5825, 3.3948, -1.1000], [-2.5834, -0.1091, -1.5928], [-1.8038, -0.1762, -3.1800], [-3.4854, 0.2934, -3.0763], [-0.6978, 1.5097, -0.8911], [-0.3783, 2.8757, -1.9662], [-0.0690, 1.2421, -2.5289], [-3.7420, 5.4563, -3.8741], [-3.1977, 4.6413, -5.3537], [-2.1008, 4.7993, -3.9868], [-5.6923, 3.6829, -3.9797], [-5.1971, 1.9834, -4.0148], [-4.8204, 3.0267, -5.3752]], "smiles": "C=CCN(CCO)C(=O)O[C@H](I)[C@H](C)I.CN(C)P(=O)(N(C)C)N(C)C.CN(C)P(=O)(N(C)C)N(C)C", "spin_multiplicity": 1}


No. 2
{"formula": "C22H28N2O4S", "method": "the ωB97M-V functional and the def2-TZVPD basis", "symbols": ["C", "H", "O", "C", "C", "C", "C", "C", "C", "H", "H", "C", "H", "H", "C", "N", "C", "O", "C", "C", "C", "N", "S", "O", "O", "C", "C", "C", "C", "C", "C", "H", "H", "C", "H", "H", "H", "H", "H", "C", "C", "H", "H", "H", "H", "H", "H", "H", "H", "H", "H", "H", "H", "H", "H", "H", "H"], "xyz": [[-0.7353, 3.9467, -0.1021], [-0.3061, 4.6508, 0.4430], [-1.5597, 3.0884, 0.5568], [-2.2352, 2.1912, 0.0593], [-3.0571, 1.6046, 0.8564], [-3.6810, 0.3895, 0.5870], [-3.6392, 0.0143, -0.6288], [-2.7638, 0.7823, -1.7942], [-2.0597, 1.8978, -1.3057], [-1.6002, 2.4354, -1.9583], [-2.5944, 0.3416, -2.7351], [-4.0694, -1.2930, -1.3801], [-4.2783, -1.1931, -2.4858], [-5.2539, -1.4373, -1.0274], [-3.4992, -2.4739, -0.8266], [-2.1027, -2.4551, -0.7547], [-1.5090, -3.2937, -1.4997], [-1.8461, -4.3769, -1.9282], [0.1274, -3.1004, -1.7910], [0.2601, -1.8066, -2.4305], [1.6859, -1.0542, -2.4967], [2.0807, -0.9236, -0.8857], [1.0839, 0.2659, -0.3589], [-0.2053, -0.1946, 0.2883], [1.1449, 1.4100, -1.5975], [1.9715, 0.8553, 0.9387], [1.2834, 1.2945, 2.2343], [2.2606, 1.4991, 3.1863], [3.5471, 1.8554, 3.2464], [4.0597, 1.5620, 1.9215], [3.4439, 1.0567, 0.7391], [3.8432, 1.0127, -0.2465], [5.1852, 1.6921, 1.7339], [4.3045, 2.4756, 4.2575], [3.9279, 2.1168, 5.2292], [5.4811, 1.8216, 4.1471], [4.4069, 3.5064, 4.0539], [1.6545, 1.6939, 4.4409], [0.3849, 0.9607, 2.3177], [2.1756, -2.1344, -0.1526], [0.5675, -2.8859, -0.1450], [0.9689, -3.9099, 0.4317], [0.0540, -2.2312, 0.4631], [2.7829, -2.5480, -0.6040], [2.4368, -1.7260, 0.7303], [2.2440, -1.8163, -2.9197], [1.5267, -0.1479, -2.9551], [-0.6739, -0.9500, -2.2130], [0.0787, -2.0300, -3.6925], [0.7535, -3.8246, -2.0844], [-1.6464, -1.6368, -0.6240], [-3.7288, -2.6339, 0.2827], [-3.9341, -3.5619, -1.3987], [-4.3727, -0.2817, 1.2561], [-3.1625, 1.6398, 2.0653], [0.0549, 3.2138, -0.5110], [-1.2666, 4.6461, -0.9332]], "e_above_lowest_ev": 19.3321, "spin_multiplicity": 1}


No. 3
{"formula": "C24H71N2O14", "method": "the ωB97M-V functional and the def2-TZVPD basis", "symbols": ["C", "C", "O", "O", "H", "H", "H", "C", "O", "H", "H", "H", "H", "C", "O", "H", "H", "H", "H", "C", "O", "H", "H", "H", "H", "C", "O", "H", "H", "H", "H", "C", "O", "H", "H", "H", "H", "C", "O", "H", "H", "H", "H", "C", "O", "N", "N", "H", "H", "H", "H", "C", "C", "C", "O", "H", "H", "H", "H", "H", "H", "H", "H", "C", "C", "C", "O", "H", "H", "H", "H", "H", "H", "H", "H", "C", "C", "C", "O", "H", "H", "H", "H", "H", "H", "H", "H", "C", "C", "C", "O", "H", "H", "H", "H", "H", "H", "H", "H", "C", "C", "C", "O", "H", "H", "H", "H", "H", "H", "H", "H"], "xyz": [[-0.5799, 0.1087, 0.5204], [0.6435, -0.0538, -0.3405], [1.6432, 0.6293, -0.0946], [0.6871, -0.9362, -1.2382], [-0.1912, 0.2411, 1.5270], [-1.0757, -0.9087, 0.5482], [-1.2620, 0.8465, 0.2147], [-0.1060, 3.4306, 0.3964], [1.0998, 3.1621, -0.2170], [-0.8591, 2.7468, -0.0482], [-0.3757, 4.4362, 0.1906], [-0.0490, 3.3335, 1.4884], [1.2545, 2.1876, -0.0129], [0.1488, -2.4424, -4.5207], [1.1956, -2.1493, -3.6345], [0.3992, -3.0440, -5.3376], [-0.3599, -1.5718, -4.9352], [-0.6051, -3.0132, -3.9078], [0.8485, -1.7781, -2.7899], [2.4292, 0.7232, -3.1921], [3.1611, -0.0152, -2.3299], [3.1048, 1.4601, -3.7310], [1.7360, 1.3617, -2.6389], [1.9508, 0.1593, -3.9754], [2.7143, 0.0778, -1.4576], [-1.0950, -1.6521, 4.4854], [-1.6648, -2.8794, 4.9693], [-1.1762, -1.5499, 3.4341], [-0.1356, -1.4688, 4.9155], [-1.7991, -0.9371, 4.8306], [-1.7457, -2.8604, 5.8871], [-1.7517, 1.7758, 3.6097], [-0.3635, 1.5477, 3.9076], [-2.0194, 1.1243, 2.7471], [-1.8703, 2.7563, 3.2798], [-2.4596, 1.5551, 4.4075], [-0.3028, 1.1153, 4.7840], [-2.9282, -3.4336, 1.8524], [-2.1704, -4.3746, 2.6217], [-3.7457, -3.2303, 2.5086], [-3.2654, -3.9952, 0.9742], [-2.3678, -2.4890, 1.6228], [-2.3276, -4.1498, 3.5109], [-1.2514, 1.4748, -3.2007], [-2.4629, 1.6281, -3.7702], [-0.5334, 2.4531, -2.7674], [-0.7413, 0.2986, -3.1548], [-0.9553, 3.4209, -2.7965], [0.3035, 2.3485, -2.1737], [-1.4923, -0.4297, -3.3766], [-0.0721, 0.0248, -2.4569], [4.0533, 3.3218, -1.2917], [5.4683, 3.0377, -0.9232], [5.6551, 1.8966, 0.1175], [6.1800, 2.7155, -1.8464], [3.5118, 2.4550, -1.1979], [3.9633, 3.8110, -2.2558], [3.6952, 3.9931, -0.5444], [5.9266, 3.9744, -0.5358], [5.1949, 2.1588, 1.0156], [6.6664, 1.8911, 0.3574], [5.3986, 0.9487, -0.3098], [6.3076, 3.4448, -2.4248], [0.6611, -4.7997, 1.7383], [0.6470, -3.4483, 1.1206], [1.8484, -2.5825, 1.6045], [0.6918, -3.4033, -0.1164], [0.4953, -4.5714, 2.7562], [1.6803, -5.1216, 1.6918], [-0.1086, -5.4792, 1.3657], [-0.2759, -3.0024, 1.4550], [1.8987, -1.5008, 1.3969], [2.8406, -3.0013, 1.3839], [1.8884, -2.5451, 2.6815], [0.6944, -2.4601, -0.3995], [-3.3851, -3.6759, -3.4180], [-3.2543, -2.2146, -2.9890], [-2.5420, -2.0870, -1.6447], [-2.6459, -1.4572, -3.8292], [-3.8134, -3.6604, -4.3889], [-3.9838, -4.1858, -2.6892], [-2.4257, -4.2239, -3.4482], [-4.2951, -1.8725, -2.9177], [-2.9557, -2.6393, -0.8410], [-2.4196, -1.0213, -1.3562], [-1.4868, -2.4506, -1.6889], [-3.1622, -1.4665, -4.6249], [-3.7496, 2.1507, 0.6848], [-3.5996, 2.5722, -0.7554], [-4.6830, 2.0477, -1.7369], [-3.4762, 3.7587, -1.0026], [-3.7809, 1.0404, 0.6739], [-4.6761, 2.6730, 1.0451], [-2.8277, 2.5084, 1.1205], [-2.6759, 2.1776, -1.1535], [-4.6458, 2.4131, -2.7758], [-5.6520, 2.3850, -1.3738], [-4.7778, 0.9825, -1.7737], [-4.2231, 4.1554, -0.5079], [2.6852, 2.4182, 2.4222], [3.2331, 0.9840, 2.6596], [2.3554, 0.1899, 3.6635], [3.4804, 0.2984, 1.6325], [3.0033, 2.7264, 1.4063], [3.1170, 3.0718, 3.1623], [1.6172, 2.4098, 2.5177], [4.2264, 1.0867, 3.0982], [3.0280, -0.6303, 4.0379], [1.5435, -0.3347, 3.2631], [2.0071, 0.7618, 4.5127], [2.6992, 0.3100, 1.0411]], "e_above_lowest_ev": 0.0000, "charge": -1, "spin_multiplicity": 1}


No. 4
{"formula": "C6H9NO2", "method": "the ωB97M-V functional and the def2-TZVPD basis", "symbols": ["C", "C", "C", "C", "C", "C", "H", "H", "H", "H", "H", "H", "H", "H", "H", "N", "O", "O"], "xyz": [[-1.5763, -0.3258, -0.5111], [-0.1902, -0.8124, -0.3698], [1.8941, -1.0367, 0.3457], [1.9107, 0.2197, -0.0593], [0.6996, 1.2227, -0.4130], [-0.3426, 0.5042, 0.1987], [-3.4895, -0.0344, 0.0277], [-2.4328, -0.4954, 1.2991], [-1.8472, 0.2529, -1.5348], [0.3573, -0.7384, -1.3621], [2.8321, -1.6413, 0.4944], [2.9211, 0.8828, -0.0576], [0.0944, 1.1857, -1.4862], [0.9119, 2.3160, -0.2260], [0.5594, 0.1533, 1.5072], [-2.5832, -0.7086, 0.2783], [0.6663, -1.7982, 0.3995], [-0.3850, 0.8540, 1.4691]], "smiles": "N[C@@H]1[C@@H]2OC=CC[C@@]12O", "e_above_lowest_ev": 8.5648, "spin_multiplicity": 1}


Here are the calculated orbital gap numbers, same order: 7.86; 7.27; 7.88; 8.69 (eV).
Here are the calculated largest force on an atom numbers, same order: 0.0953; 0.3185; 0.2605; 0.1372 (hartree/bohr).